The following is a DFT calculation (wB97M-V/def2-TZVPD) of a 4-piece molecular cluster, C9H27N7O5 overall in a non-equilibrium geometry.

```
! RIJCOSX wB97M-V def2-TZVPD def2/J DEFGRID3
* xyz 0 1
C -4.48 -28.19 -9.46
O -4.24 -29.38 -9.61
N -5.67 -27.65 -9.52
N -3.64 -27.27 -9.14
H -6.43 -28.24 -9.70
H -5.90 -26.64 -9.33
H -4.02 -26.35 -8.82
H -2.70 -27.68 -9.02
C -4.61 -25.48 -12.30
O -4.47 -25.00 -13.40
N -5.70 -25.97 -11.83
N -3.63 -25.52 -11.43
H -6.35 -26.21 -12.58
H -5.69 -26.71 -11.12
H -2.77 -25.02 -11.84
H -3.69 -26.23 -10.70
C -5.50 -24.94 -8.10
O -5.82 -25.04 -6.91
N -6.41 -25.05 -9.02
N -4.24 -24.77 -8.46
H -7.33 -25.07 -8.65
H -6.27 -24.88 -10.06
H -3.56 -24.43 -7.73
H -4.00 -24.60 -9.45
C -1.17 -24.35 -13.60
O -1.30 -24.94 -12.57
C -0.14 -24.95 -11.75
C -0.56 -25.76 -10.60
N 0.41 -25.61 -9.59
C 0.27 -26.56 -8.49
C -1.00 -26.29 -7.54
O -1.23 -27.55 -6.97
C -2.37 -27.49 -6.08
H -0.55 -24.82 -14.39
H -0.81 -23.27 -13.53
H -2.19 -24.17 -13.97
H 0.07 -23.94 -11.44
H 0.68 -25.40 -12.25
H -0.53 -26.84 -10.85
H -1.49 -25.50 -10.12
H 0.17 -24.74 -9.17
H 1.14 -26.49 -7.94
H 0.29 -27.55 -8.96
H -1.85 -25.94 -8.06
H -0.69 -25.56 -6.84
H -3.26 -27.45 -6.61
H -2.39 -26.61 -5.42
H -2.53 -28.41 -5.57
*
```

Output
Kohn-Sham gap	9.729	eV
energy relative to the best compared isomer or geometry (same formula, charge and spin)	90.71	kcal/mol
LUMO	0.21	eV